# C37H43N6ORbS4

A molecular structure, C37H43N6ORbS4 (the ωB97M-V functional and the def2-TZVPD basis, the Open Molecules 2025 dataset).

Cartesian coordinates (Å):
1 Rb -0.178 0.648 1.663
2 S 5.719 -3.772 -0.260
3 S -3.395 -4.105 0.837
4 S -2.198 -2.536 0.352
5 S 1.737 0.324 -1.041
6 O -1.890 -1.421 1.284
7 N -0.455 2.475 -0.670
8 N 4.070 -1.892 -1.147
9 N 3.349 -4.093 -1.341
10 N -3.072 0.880 0.032
11 N 1.824 2.545 2.951
12 N -1.068 2.815 3.585
13 C 1.969 -2.928 -3.040
14 C -3.753 -1.479 -0.514
15 C 5.141 -1.125 3.601
16 C -0.529 4.479 5.060
17 C 0.329 -5.174 -3.110
18 C 0.056 -4.098 -3.944
19 C -0.211 2.075 -2.018
20 C 1.036 0.815 -3.638
21 C -0.046 3.550 4.125
22 C 3.934 1.318 2.985
23 C -4.609 -2.262 -1.292
24 C 0.793 1.113 -2.289
25 C -1.494 -2.367 -1.325
26 C -0.661 -3.489 0.886
27 C 4.640 1.156 4.171
28 C -1.766 3.013 -0.339
29 C -5.637 -1.758 -2.072
30 C 2.240 -4.006 -2.204
31 C 4.430 -0.977 2.416
32 C 0.591 3.368 -0.181
33 C -5.013 0.422 -1.356
34 C 1.337 3.403 3.765
35 C 1.404 -5.125 -2.243
36 C 5.245 -0.056 4.478
37 C 3.243 2.623 2.668
38 C 0.874 -2.982 -3.894
39 C -3.937 -0.086 -0.610
40 C -1.914 4.301 5.098
41 C -0.670 2.316 -4.396
42 C -2.969 2.141 -0.688
43 C -3.451 1.083 1.426
44 C 0.319 1.386 -4.676
45 C 3.835 0.239 2.109
46 C -0.908 2.661 -3.073
47 C -2.181 3.275 4.178
48 C 4.286 -3.190 -0.946
49 C -5.859 -0.391 -2.087
50 H 0.210 -2.840 0.751
51 H 2.582 -2.041 -3.035
52 H 4.790 -1.280 -0.802
53 H -2.634 4.833 5.703
54 H -3.150 2.859 3.929
55 H -2.950 1.911 -1.753
56 H 1.598 -5.952 -1.569
57 H 0.523 4.360 -0.659
58 H 4.347 -1.818 1.738
59 H -1.752 3.224 0.735
60 H -4.468 1.504 1.508
61 H -0.466 -2.717 -1.346
62 H -2.116 -2.931 -2.015
63 H -3.850 2.787 -0.513
64 H -1.661 3.408 -2.854
65 H 4.711 1.989 4.863
66 H -0.557 -4.400 0.294
67 H 3.594 -5.025 -1.049
68 H -1.540 -1.305 -1.565
69 H -5.189 1.490 -1.375
70 H -0.803 -4.117 -4.602
71 H 0.067 5.182 5.628
72 H -3.416 0.130 1.947
73 H 3.366 2.827 1.599
74 H 5.608 -2.074 3.834
75 H 3.282 0.364 1.182
76 H 3.154 -1.445 -1.305
77 H 1.566 2.933 -0.393
78 H 0.656 -2.121 -4.512
79 H 3.727 3.441 3.225
80 H -0.316 -6.043 -3.107
81 H -1.934 3.994 -0.823
82 H 5.793 -0.167 5.407
83 H -6.668 0.045 -2.663
84 H 0.497 3.498 0.900
85 H -2.763 1.775 1.916
86 H 2.008 4.133 4.248
87 H 0.536 1.104 -5.701
88 H -6.259 -2.429 -2.656
89 H -4.459 -3.334 -1.271
90 H -0.783 -3.743 1.935
91 H -1.245 2.777 -5.191
92 H 1.823 0.103 -3.854

LUMO energy: 3.79 eV
Total charge: -2
E_HOMO: -0.0880 Eh
HOMO-LUMO gap: 6.19 eV

Löwdin population analysis, charges in e, atoms 1 to 6: atom 1 (Rb): 0.76, atom 2 (S): 0.49, atom 3 (S): 0.20, atom 4 (S): 0.30, atom 5 (S): 0.53, atom 6 (O): -0.64